Entry 1:
Entry from the OMol25 dataset: C32H24Br4N6O2SSiV as an isolated structure in a non-equilibrium geometry (ωB97M-V with the def2-TZVPD basis set).

```
! RIJCOSX wB97M-V def2-TZVPD def2/J DEFGRID3
* xyz -1 3
V 0.301 0.361 0.574
C -3.002 -3.532 -0.960
C -3.004 -2.703 -2.057
C -3.168 -1.354 -1.878
C -3.257 -0.879 -0.580
N -3.302 -1.661 0.479
C -3.220 -2.998 0.297
N -3.500 0.486 -0.486
C -2.841 1.328 0.247
N -1.645 1.210 0.933
C -1.581 2.307 1.787
N -0.830 2.562 2.791
C 0.173 1.794 3.301
C 0.544 2.105 4.631
C 1.715 1.633 5.163
C 2.459 0.726 4.398
C 2.029 0.440 3.127
N 0.917 0.910 2.574
C -2.602 3.305 1.438
C -2.780 4.599 1.867
C -3.871 5.288 1.340
C -4.747 4.654 0.452
C -4.565 3.318 0.089
C -3.414 2.686 0.526
H -2.880 -4.621 -1.048
H -2.865 -3.088 -3.077
H -3.188 -0.665 -2.709
H -3.343 -3.600 1.197
H -0.087 2.785 5.156
H 2.054 1.964 6.133
H 3.373 0.296 4.857
H 2.550 -0.276 2.496
H -2.083 4.995 2.596
H -4.078 6.289 1.639
H -5.573 5.232 0.051
H -5.268 2.845 -0.583
Br 4.499 5.643 0.887
C 3.868 3.889 0.697
C 4.723 2.812 0.867
Br 6.539 3.066 1.314
C 4.243 1.468 0.796
Br 5.368 0.062 1.315
C 2.942 1.213 0.407
O 2.318 0.029 0.413
C 2.109 2.343 0.144
O 0.839 2.066 -0.129
C 2.521 3.641 0.326
Br 1.151 4.976 0.380
C 1.710 -4.633 -4.012
Si 1.441 -4.041 -2.213
C 3.123 -3.736 -1.380
C 0.354 -5.356 -1.289
C 0.489 -2.448 -2.301
C 0.327 -1.825 -3.510
C -0.092 -0.498 -3.644
C -0.311 0.172 -2.463
N -0.200 -0.398 -1.274
C 0.134 -1.694 -1.146
S 0.242 -2.127 0.486
H 2.287 -5.571 -4.015
H 2.232 -3.933 -4.676
H 0.721 -4.851 -4.453
H 3.690 -4.661 -1.250
H 3.031 -3.258 -0.401
H 3.787 -3.106 -1.961
H 0.904 -6.319 -1.090
H -0.532 -5.606 -1.856
H 0.069 -4.999 -0.308
H 0.586 -2.352 -4.414
H -0.064 0.064 -4.576
H -0.472 1.229 -2.435
*
```

Calculated values
gap between HOMO and LUMO (spin up / spin down): 0.2597 / 0.2619 Eh
LUMO energy (spin up / spin down): 2.2 / 2.1 eV
ΔE to the lowest compared entry with this formula, charge and spin: 0.000 eV
HOMO (spin up / spin down): -4.891 / -4.995 eV
max |F|: 2.02 eV Å⁻¹

---

Entry 2:
Entry from the OMol25 dataset: an isolated molecule of C5H3NS in a non-equilibrium geometry (ωB97M-V with the def2-TZVPD basis set).

```
! RIJCOSX wB97M-V def2-TZVPD def2/J DEFGRID3
* xyz 0 1
C -2.008 -0.598 -0.065
C -1.965 0.746 -0.179
C -0.811 -1.510 -0.083
C 0.913 0.042 -0.092
C 2.101 0.572 0.132
N 0.337 -1.112 -0.235
S -0.551 1.532 -0.307
H -2.873 -1.163 0.437
H 2.049 1.654 0.181
H 2.808 -0.165 0.211
*
```

Calculated values
gap between HOMO and LUMO (spin up / spin down): 0.2443 / 0.2515 Eh
LUMO energy (spin up / spin down): -1.7 / -1.5 eV
ΔE to the lowest compared entry with this formula, charge and spin: 2.467 eV
HOMO (spin up / spin down): -8.349 / -8.356 eV
max |F|: 5.22 eV Å⁻¹

---

Entry 3:
Entry from the OMol25 dataset: an isolated molecule of C4H3NOS2 in a non-equilibrium geometry (ωB97M-V with the def2-TZVPD basis set).

```
! RIJCOSX wB97M-V def2-TZVPD def2/J DEFGRID3
* xyz 0 1
C 1.186 2.276 0.492
C 1.233 1.122 0.015
C 1.399 -0.339 -0.267
O 2.205 -0.917 -1.183
N 0.378 -1.181 0.400
S -0.944 -0.640 1.267
C -2.136 -0.496 -0.207
S -3.528 0.359 -0.516
H 1.208 3.302 0.588
H 0.627 -2.235 0.464
H -1.627 -1.250 -1.053
*
```

Calculated values
gap between HOMO and LUMO: 0.3068 Eh
LUMO energy: -0.8 eV
ΔE to the lowest compared entry with this formula, charge and spin: 4.478 eV
SMILES string: C#CC(=O)NSC=S
HOMO: -9.135 eV
max |F|: 8.22 eV Å⁻¹

---

Entry 4:
Entry from the OMol25 dataset: an isolated molecule of C3H10N2S in a non-equilibrium geometry (ωB97M-V with the def2-TZVPD basis set).

```
! RIJCOSX wB97M-V def2-TZVPD def2/J DEFGRID3
* xyz 0 1
N 2.812 -0.793 0.286
C 1.404 -0.981 0.041
N 0.613 0.229 0.241
C -0.793 -0.009 0.113
C -1.622 1.238 -0.080
S -3.410 0.884 -0.042
H 2.902 -0.456 1.240
H 3.264 -0.139 -0.338
H 1.214 -1.455 -0.931
H 1.077 -1.705 0.787
H 0.946 0.919 -0.422
H -1.080 -0.657 -0.728
H -1.179 -0.570 0.976
H -1.388 1.950 0.706
H -1.461 1.743 -1.027
H -3.299 -0.197 -0.820
*
```

Calculated values
gap between HOMO and LUMO: 0.3703 Eh
LUMO energy: 1.0 eV
ΔE to the lowest compared entry with this formula, charge and spin: 0.374 eV
SMILES string: NCNCCS
HOMO: -9.105 eV
max |F|: 1.29 eV Å⁻¹

---

Entry 5:
Entry from the OMol25 dataset: a 5-piece molecular cluster, C14H21Cl8NO2 overall in a non-equilibrium geometry (ωB97M-V with the def2-TZVPD basis set).

```
! RIJCOSX wB97M-V def2-TZVPD def2/J DEFGRID3
* xyz 1 2
Cl -14.232 -19.128 -8.351
C -12.676 -18.354 -8.751
C -11.533 -18.687 -7.843
Cl -10.121 -18.032 -8.830
H -12.922 -17.294 -8.809
H -12.409 -18.744 -9.733
H -11.406 -19.766 -7.759
H -11.492 -18.264 -6.839
Cl -13.396 -15.464 -5.026
C -13.356 -16.909 -3.903
C -12.252 -16.712 -2.911
Cl -12.405 -17.626 -1.501
H -13.224 -17.842 -4.451
H -14.361 -16.937 -3.483
H -12.221 -15.702 -2.501
H -11.252 -16.793 -3.338
Cl -9.486 -23.591 -5.297
C -9.817 -22.891 -6.895
C -9.979 -23.816 -8.142
Cl -11.529 -24.654 -8.007
H -8.930 -22.282 -7.065
H -10.712 -22.331 -6.624
H -9.125 -24.478 -8.290
H -9.933 -23.163 -9.013
Cl -13.815 -26.020 1.370
C -13.989 -26.740 -0.252
C -12.851 -27.737 -0.583
Cl -13.089 -29.200 0.382
H -14.108 -25.909 -0.947
H -14.963 -27.224 -0.309
H -11.900 -27.210 -0.503
H -13.071 -27.932 -1.632
C -13.586 -21.236 -5.190
C -13.453 -21.197 -3.803
C -13.019 -22.300 -3.065
C -12.714 -23.469 -3.661
C -12.983 -23.506 -5.027
C -13.342 -22.447 -5.851
N -11.937 -24.543 -2.984
O -11.769 -24.391 -1.784
O -11.613 -25.598 -3.527
H -13.972 -20.360 -5.691
H -13.616 -20.257 -3.296
H -12.700 -22.238 -2.035
H -12.781 -24.456 -5.500
H -13.729 -22.559 -6.853
*
```

Calculated values
gap between HOMO and LUMO (spin up / spin down): 0.2573 / 0.1150 Eh
LUMO energy (spin up / spin down): -5.4 / -9.3 eV
HOMO (spin up / spin down): -12.409 / -12.409 eV
max |F|: 3.65 eV Å⁻¹

---

Entry 6:
Entry from the OMol25 dataset: C25H45F6MgO20Ti as an isolated structure in a non-equilibrium geometry (ωB97M-V with the def2-TZVPD basis set).

```
! RIJCOSX wB97M-V def2-TZVPD def2/J DEFGRID3
* xyz 2 4
Mg 1.344 1.983 3.479
Ti 1.490 -0.891 2.389
C -0.661 0.316 0.228
C -1.085 0.574 1.701
O -0.045 0.988 2.522
H -0.087 -0.598 0.077
H -0.027 1.114 -0.158
H -1.492 0.194 -0.467
H -1.618 -0.244 2.186
H -1.802 1.395 1.669
C -4.366 1.603 -0.778
C -3.624 2.040 -2.006
O -4.463 2.904 -2.813
C -3.936 3.629 -3.832
O -2.760 3.539 -4.255
C -5.051 4.336 -4.681
F -5.106 3.818 -5.882
F -6.208 4.204 -4.078
F -4.815 5.624 -4.779
H -4.907 2.363 -0.214
H -3.705 1.124 -0.056
H -5.236 1.002 -1.042
H -3.470 1.220 -2.707
H -2.668 2.522 -1.805
C 1.837 -4.053 -3.695
C 0.544 -3.887 -4.561
O -0.156 -2.777 -4.124
C -1.348 -2.484 -4.627
O -2.010 -3.231 -5.360
C -1.981 -1.116 -4.264
F -3.208 -1.408 -3.899
F -1.395 -0.508 -3.333
F -2.155 -0.363 -5.324
H 2.684 -4.599 -4.110
H 1.444 -4.546 -2.806
H 2.350 -3.131 -3.423
H -0.015 -4.823 -4.558
H 0.845 -3.662 -5.584
C -0.517 4.408 0.845
O -0.422 5.090 2.079
C 0.511 4.809 2.984
O 1.227 3.790 3.004
O 0.495 5.741 3.864
C 1.445 5.894 4.869
H -1.550 4.329 0.506
H -0.225 3.371 1.006
H 0.095 4.812 0.039
H 1.050 6.698 5.490
H 2.372 6.338 4.503
H 1.745 4.940 5.302
C 0.058 2.566 -5.370
O 0.382 3.214 -4.170
C 1.264 2.624 -3.257
O 1.675 1.494 -3.340
O 1.516 3.490 -2.292
C 2.395 3.188 -1.239
H -0.582 3.161 -6.022
H -0.554 1.695 -5.137
H 0.977 2.178 -5.809
H 2.237 2.184 -0.845
H 2.356 3.845 -0.370
H 3.388 3.325 -1.668
C -1.383 -3.338 0.042
O -1.055 -4.224 1.080
C -0.213 -3.848 1.985
O 0.327 -2.731 2.142
O -0.069 -4.803 2.951
C 1.079 -4.887 3.757
H -1.926 -2.473 0.422
H -2.023 -3.846 -0.680
H -0.476 -2.922 -0.395
H 1.640 -3.978 3.974
H 1.774 -5.549 3.239
H 0.639 -5.226 4.695
C 2.814 -0.555 -1.372
O 2.394 -1.869 -1.177
C 2.878 -2.630 -0.166
O 3.303 -2.215 0.967
O 2.743 -3.914 -0.518
C 3.298 -4.971 0.274
H 3.643 -0.215 -0.749
H 1.883 0.011 -1.340
H 3.107 -0.634 -2.418
H 3.104 -4.739 1.321
H 4.348 -4.968 -0.022
H 2.911 -5.952 -0.002
C -1.260 -1.271 5.099
O -0.319 -1.761 6.047
C 1.008 -1.510 5.846
O 1.531 -1.245 4.750
O 1.526 -1.445 7.042
C 2.959 -1.596 7.099
H -1.284 -0.185 5.184
H -2.265 -1.604 5.357
H -0.999 -1.546 4.077
H 3.136 -1.748 8.164
H 3.338 -0.606 6.844
H 3.416 -2.367 6.479
*
```

Calculated values
gap between HOMO and LUMO (spin up / spin down): 0.2415 / 0.2744 Eh
LUMO energy (spin up / spin down): -5.8 / -6.9 eV
ΔE to the lowest compared entry with this formula, charge and spin: 0.000 eV
HOMO (spin up / spin down): -12.377 / -14.390 eV
max |F|: 4.47 eV Å⁻¹

---

no.,E (eV)
1,-371186.988
2,-17552.622
3,-29399.854
4,-17088.231
5,-120610.112
6,-112453.857